# 1
Computed, not measured: C16H23N3O4S as an isolated structure, with the ωB97M-V functional and the def2-TZVPD basis.

## Properties
E_tot   -40455.529 eV
Lowest unoccupied orbital energy   3.9 eV
Net charge   -2

```
47
Properties=species:S:1:pos:R:3:forces:R:3
O 2.173 6.687 -3.831 0.14 0.39 0.33
H 0.665 5.933 -2.580 -0.22 0.11 -0.15
H 0.889 0.185 1.998 -0.19 0.32 0.08
C -2.751 -0.994 0.899 -0.31 0.27 0.10
H 1.356 1.008 -0.852 0.09 -0.08 0.21
H -3.171 -2.096 2.701 -0.20 0.14 -0.18
C 1.213 4.437 -4.066 -0.05 0.46 0.69
C 1.719 0.999 0.177 0.64 0.45 0.48
H 2.208 1.970 0.337 -0.14 -0.18 -0.28
H 3.508 -3.583 2.152 0.21 0.26 -0.34
N -2.939 -3.503 -0.347 0.10 0.15 0.28
H 2.240 5.234 -2.318 0.26 -0.09 -0.05
H 2.159 4.176 -4.599 0.16 -0.18 0.21
H -2.576 -4.393 -0.657 -0.20 0.01 -0.06
C 2.373 -1.442 -0.056 -0.75 0.13 -1.27
C -2.556 0.480 -1.007 -0.95 -1.22 0.58
C -1.288 0.917 -0.519 -0.44 0.73 -1.24
C 2.053 -2.165 2.851 0.44 0.48 -0.42
H 1.986 -2.810 3.734 -0.05 -0.09 -0.35
O 0.634 3.437 -3.361 -0.55 -0.84 -0.15
H -1.063 -0.932 2.269 -0.23 0.02 -0.12
C -3.520 -2.060 1.657 0.82 -0.44 -0.14
N -2.989 0.994 -2.167 1.81 0.94 0.10
S -1.744 2.012 -2.597 0.50 0.49 0.00
H 0.451 1.887 1.705 -0.05 -0.21 -0.10
C 3.198 -2.566 1.882 -0.12 -0.27 0.76
H -4.595 -1.843 1.694 0.18 -0.02 -0.26
H -4.238 -0.884 -0.573 0.17 0.41 -0.29
C 2.842 -0.050 0.407 -0.63 0.05 0.55
C -3.271 -0.483 -0.265 -0.40 -0.52 0.57
N -0.734 1.827 -1.355 -0.68 -0.29 -0.01
C 1.610 5.683 -3.130 0.05 -0.23 -0.93
C 0.573 0.904 1.230 0.18 -0.38 -0.62
O 1.614 -1.527 -0.991 0.83 -0.26 0.81
H 3.088 -0.003 1.478 0.07 -0.27 -0.24
H 4.033 -1.866 2.011 0.02 -0.34 -0.09
C -0.753 0.422 0.683 0.24 -0.16 0.34
O 2.810 -2.634 0.511 -0.13 1.00 0.41
H 1.114 -2.145 2.287 0.03 -0.12 0.33
C -3.240 -3.496 1.081 -0.31 0.42 -0.24
H 2.258 -1.153 3.221 -0.31 -0.15 -0.05
H 3.752 0.270 -0.121 -0.23 -0.41 -0.16
H -3.720 -3.199 -0.912 0.10 -0.11 -0.09
H -4.132 -4.117 1.289 0.41 -0.09 0.41
H -2.342 -3.876 1.584 -0.35 -0.16 -0.01
H 0.597 4.884 -4.883 -0.28 0.06 0.12
C -1.494 -0.527 1.347 0.34 -0.17 0.48
```
Forces are in eV/Å.

# 2
Computed, not measured: a 5-piece molecular cluster, C29H48FN3O19P overall, with the ωB97M-V functional and the def2-TZVPD basis.

## Properties
E_tot   -86219.591 eV
Lowest unoccupied orbital energy   -5.4 eV
Net charge   +1
ΔE to the lowest compared entry with this formula, charge and spin   79.6 kJ/mol

```
101
Properties=species:S:1:pos:R:3:forces:R:3
H 3.894 -3.817 1.736 0.16 -0.39 -0.23
H -2.077 2.562 0.797 0.20 -0.44 0.43
C 2.450 2.316 1.118 0.34 0.50 -0.21
H 4.377 1.306 2.449 0.57 0.59 0.15
H -6.178 -2.651 2.251 -0.60 -0.38 -0.01
C -2.224 -8.524 -0.287 -0.14 -0.21 -0.13
H 0.328 -1.531 -0.006 0.87 -0.31 -0.13
H 2.649 -2.739 2.277 -0.58 0.12 0.09
C 4.407 -1.781 1.644 -0.66 0.65 -0.59
P -1.320 2.166 -0.309 -0.94 0.00 -0.26
C 2.140 8.540 -1.559 0.09 0.03 0.03
H 0.549 7.289 0.073 0.12 -0.04 -0.04
H 4.837 0.581 0.887 0.39 0.17 -0.38
O 0.259 5.048 -6.168 0.08 -0.01 0.04
H -1.966 1.048 -0.840 0.31 -0.24 0.43
H -2.079 -4.437 0.656 -0.06 -0.27 -0.03
C 3.714 -2.913 2.298 0.45 -0.65 0.22
C 0.378 1.710 0.316 -0.89 0.67 0.22
H -1.167 -0.079 1.908 -0.04 0.33 0.55
C 0.528 8.374 0.065 -0.26 0.21 0.28
C 1.265 2.743 0.671 -0.91 0.27 -0.78
N 3.076 3.763 3.863 -0.27 0.33 0.43
C -2.698 -0.789 0.612 -0.69 0.31 -0.08
H 4.548 -0.597 5.119 0.27 0.61 -0.08
H -0.855 4.879 -8.573 0.09 -0.01 0.06
H -0.660 -9.838 4.137 -0.02 0.10 -0.01
H -5.650 -1.401 3.339 -0.24 0.48 0.49
H 4.024 -1.698 0.635 -0.07 0.04 -0.56
H -1.777 -7.552 -0.452 0.12 0.06 0.22
N 0.747 0.456 0.446 -0.16 -0.82 -0.37
O -1.313 -8.076 2.223 0.12 0.02 -0.09
H 5.462 -2.069 5.361 0.48 -0.24 0.07
O -1.352 -9.422 0.409 -0.04 0.02 -0.49
O 3.414 3.217 1.517 0.27 0.05 -0.86
O 2.416 9.081 -2.732 0.09 0.03 -0.18
H 4.188 -1.630 6.481 -0.08 0.08 0.65
H -1.360 4.795 -2.850 -0.20 0.05 -0.07
H -0.610 -0.415 -0.891 -0.15 0.29 -0.37
C -1.288 -0.846 1.163 0.39 0.20 -0.63
H 0.738 4.608 -0.315 -0.23 0.04 -0.62
H 0.088 5.513 -3.557 0.25 0.11 -0.09
O -1.213 3.193 -1.332 0.71 1.20 -0.59
H -0.330 3.815 -3.897 0.06 0.01 -0.06
C -0.033 4.520 1.653 -0.60 -0.08 0.33
O 4.199 -3.100 3.592 -0.30 -0.11 0.25
H -1.949 -3.672 -0.945 -0.14 0.01 -0.03
C -0.724 4.814 -3.722 -0.11 0.00 -0.02
H -0.485 8.710 0.261 -0.04 0.08 -0.15
H -3.120 0.121 1.001 -0.47 0.49 -0.08
H 1.908 4.705 0.962 0.30 0.49 -0.13
H 3.865 7.727 -3.367 0.01 -0.08 0.11
O -5.349 -0.506 0.886 0.03 0.95 -0.45
C 4.120 0.587 1.694 -0.69 -0.38 0.73
C 4.495 -1.613 5.455 -0.41 -0.20 -0.28
H -4.791 -7.515 -4.032 0.06 -0.07 0.11
H 3.820 9.295 -4.180 -0.14 0.09 -0.04
H -2.408 -8.989 -1.251 0.03 -0.08 -0.01
C 3.498 -2.364 4.595 0.72 0.11 0.14
H -5.547 -5.956 -3.662 0.03 0.10 0.01
C -0.996 -9.080 1.634 -0.25 -0.08 0.22
O -1.768 5.715 -6.901 -0.11 0.06 -0.10
C 3.196 3.562 2.741 0.56 0.10 0.94
H -3.988 -6.016 -4.528 0.00 0.10 0.03
C -4.601 -6.483 -3.761 -0.10 -0.12 -0.17
H -3.500 -3.687 -0.065 -0.20 0.23 -0.07
O -3.906 -6.512 -2.508 -0.03 -0.08 -0.06
O -0.572 3.720 2.337 -0.27 -0.49 0.34
H -1.077 -1.772 1.657 -0.03 -0.64 0.25
C -5.326 -2.110 2.610 0.53 -0.48 -0.52
H -2.032 6.173 -8.857 -0.11 0.01 0.10
H 2.841 -1.643 4.145 -0.48 0.16 -0.31
H -0.424 6.578 -8.234 0.08 -0.06 0.04
O 2.881 7.849 -0.902 -0.03 -0.13 -0.03
C 2.752 0.989 1.190 2.15 -1.16 0.34
O -3.832 -4.255 -2.535 -0.01 0.05 -0.06
O 0.901 8.884 -1.210 0.00 -0.08 -0.03
C -1.222 5.839 -8.218 -0.02 0.06 -0.22
H 2.914 -3.040 5.187 -0.34 -0.59 0.30
F -0.337 5.791 1.740 0.10 0.60 -0.11
H -3.169 -8.426 0.242 0.03 0.13 0.10
H 5.477 -1.898 1.588 0.49 0.00 0.29
C -0.901 5.311 -5.983 0.04 -0.04 -0.05
C 3.733 8.795 -3.223 0.11 0.09 -0.11
O 4.031 -0.607 2.370 0.38 -0.50 0.11
C -4.771 -1.385 1.438 -0.74 -0.47 0.29
C -3.592 -5.318 -2.024 -0.08 -0.31 -0.11
O -0.254 -10.076 2.114 0.11 -0.05 0.01
O -2.956 -5.496 -0.863 0.24 0.51 0.01
C 1.008 4.207 0.644 -0.06 0.08 0.24
H 0.810 -9.028 3.541 0.06 0.25 0.08
C 0.187 -9.908 3.457 0.04 -0.14 0.22
H 4.486 9.185 -2.542 -0.02 -0.09 0.06
H 1.190 8.771 0.832 0.05 -0.12 0.05
C -0.208 -0.613 0.084 -0.19 -0.83 0.63
H -4.603 -2.792 3.016 0.20 -0.32 0.31
H 0.773 -10.788 3.703 -0.02 -0.07 -0.11
C -2.604 -4.235 -0.275 0.35 -0.45 0.17
O -1.538 5.236 -4.815 -0.04 0.01 0.15
N 1.933 0.040 0.870 -1.13 -0.18 -0.44
O -3.559 -1.844 1.022 1.13 0.41 0.84
H -2.741 -0.694 -0.462 0.13 -0.29 -0.51
```
Forces are in eV/Å.

# 3
Computed, not measured: C10H30O11V as an isolated structure, with the ωB97M-V functional and the def2-TZVPD basis.

## Properties
E_tot   -59068.279 eV
Lowest unoccupied orbital energy   2.3 eV
Net charge   -1
ΔE to the lowest compared entry with this formula, charge and spin   0.0 kJ/mol

```
52
Properties=species:S:1:pos:R:3:forces:R:3
C -3.660 4.084 -1.324 1.17 0.47 -0.04
C 1.892 -1.235 5.680 0.63 -1.64 0.05
O 2.308 -1.500 -0.207 -0.13 0.10 0.64
C -2.603 3.047 -0.965 -0.52 -1.22 -0.59
H 2.504 -1.652 4.872 0.14 1.03 -0.35
H 0.531 1.487 -4.112 0.37 0.32 -0.02
H 2.745 1.339 -5.520 -0.12 -0.10 -0.03
H -2.595 -1.548 1.548 0.27 -0.06 0.10
H -3.108 4.941 -1.722 -0.16 0.22 0.28
H 0.252 0.349 -2.849 0.24 -0.16 0.16
H -3.561 1.235 -1.579 0.21 -0.14 -0.02
O 0.223 -1.567 1.879 0.21 -0.08 1.20
O 2.564 -1.052 -3.175 -0.12 0.15 0.12
H 0.092 -0.682 4.710 -0.63 -0.27 -0.07
H -1.908 3.300 -0.163 -0.33 0.52 0.12
O 1.007 3.648 -0.747 0.18 0.11 0.18
H 1.427 -0.474 -4.848 0.26 -0.72 0.15
C 2.034 -0.066 -4.022 -0.84 1.22 -1.10
H 2.861 -0.887 0.286 -0.11 0.11 0.00
O -1.767 2.887 -2.112 0.55 0.38 -0.05
H 2.164 -0.270 6.098 -0.12 0.36 -0.74
H -2.740 -2.019 0.091 0.17 -0.03 -0.15
C 3.136 0.703 -4.727 1.07 -0.39 0.11
H -2.094 2.183 -2.678 -0.02 -0.11 0.14
H -4.254 4.388 -0.465 -0.29 -0.07 -0.17
H 3.772 1.331 -4.094 -0.41 0.03 0.36
O -2.283 -1.379 0.653 0.32 -0.31 -0.35
C 0.148 -3.456 -1.645 -7.89 -0.38 1.30
H 0.360 -2.996 3.795 0.00 0.25 -0.02
H -4.135 1.713 -0.039 0.12 0.47 0.15
H 2.875 -1.881 -0.884 -0.31 -0.12 -0.21
O -0.234 -1.326 6.664 -0.72 0.30 -0.53
C 0.202 -2.890 4.869 -0.94 -0.58 -0.76
H 0.077 3.831 -0.910 -0.01 -0.16 -0.24
O -0.186 -2.188 -1.824 2.07 2.75 -0.93
C 0.406 -1.484 5.372 1.97 0.01 1.98
C 1.052 0.895 -3.358 -0.14 -0.50 0.60
H 0.792 -3.689 5.327 0.35 0.49 0.41
H 1.572 1.506 -2.618 -0.16 0.25 -0.11
H 2.240 -1.925 6.471 -0.60 -0.07 0.16
H 0.214 -1.950 7.244 -0.03 -0.01 0.05
H -0.834 -3.175 5.075 -0.07 0.09 -0.19
O -0.410 -4.323 -2.374 3.04 0.04 -0.53
H -2.536 1.020 -0.122 0.20 -0.01 -0.32
H 3.849 -0.015 -5.149 -0.19 0.01 -0.28
O 0.179 -3.634 -0.348 2.51 0.05 2.35
H 1.068 2.687 -0.786 -0.17 -0.05 0.02
H -4.220 3.733 -2.191 -0.43 -0.23 0.35
H 1.793 -1.393 -2.695 -0.30 -0.26 0.10
C -3.220 1.689 -0.641 -0.48 -0.24 0.22
O -0.005 0.116 -0.067 0.11 -1.26 0.57
V 0.017 -1.456 0.329 0.07 -0.56 -4.07
```
Forces are in eV/Å.

# 4
Computed, not measured: a 2-piece molecular cluster, C8H16N2O4 overall, with the ωB97M-V functional and the def2-TZVPD basis.

## Properties
SMILES   COC(=O)/C=C(/C)O.CC(=O)N(C)N
E_tot   -19722.947 eV
Lowest unoccupied orbital energy   0.8 eV
Net charge   0
ΔE to the lowest compared entry with this formula, charge and spin   369.8 kJ/mol

```
30
Properties=species:S:1:pos:R:3:forces:R:3
H 1.263 3.145 -0.279 0.54 0.22 -1.13
H 3.091 1.921 -0.562 -1.49 -2.87 -1.05
H 1.663 -1.321 0.580 -0.48 -2.05 -1.00
O -1.873 1.112 -1.303 0.42 -1.82 1.62
H 3.307 -0.600 0.679 0.71 -0.34 -0.41
C -3.172 0.770 1.116 -3.50 -0.29 -1.85
O -1.112 -2.561 0.502 0.45 -1.05 -0.66
C -0.491 -0.726 -0.850 -2.13 -0.44 0.26
H 1.381 -2.536 -1.565 1.13 1.03 -0.92
C 0.529 -2.980 -1.159 -2.04 -2.11 1.37
H -0.055 3.304 0.740 0.00 -0.59 -0.07
H 0.920 -3.689 -0.335 -0.89 0.78 -1.46
N 2.501 0.970 -0.812 5.25 3.81 0.74
H -3.634 1.484 0.373 1.24 -0.14 0.96
H -0.072 -3.528 -1.974 1.14 0.49 1.29
H 1.946 1.224 -1.534 -2.04 0.96 -3.09
N 1.761 0.653 0.241 -2.00 -0.01 2.48
C 2.265 -0.525 0.862 -0.78 0.70 1.56
C -1.617 0.132 -0.575 -1.47 2.54 -1.28
C -0.433 -1.999 -0.507 1.37 -1.47 0.57
C 0.568 1.278 0.583 2.05 1.29 -0.65
H -4.092 0.301 1.535 0.82 -0.14 -0.12
H 2.101 -0.513 1.915 -0.01 0.42 1.09
H -0.437 2.612 -0.729 -1.46 0.01 -2.47
O -2.423 -0.211 0.464 0.87 -1.59 -1.04
C 0.340 2.656 -0.070 1.11 -0.14 3.87
H -2.563 1.071 1.890 1.02 1.70 1.53
O -0.190 0.826 1.400 -0.29 -0.44 1.17
H 0.120 -0.378 -1.599 1.21 0.59 -1.74
H -1.592 -1.892 0.973 -0.76 0.93 0.42
```
Forces are in eV/Å.

# 5
Computed, not measured: C32H32N2O7S5Zr as an isolated structure, with the ωB97M-V functional and the def2-TZVPD basis.

## Properties
E_tot   -106476.631 eV
Lowest unoccupied orbital energy   -0.1 eV
Net charge   0
ΔE to the lowest compared entry with this formula, charge and spin   0.0 kJ/mol

```
79
Properties=species:S:1:pos:R:3:forces:R:3
C -2.543 -0.218 -0.967 0.09 0.00 0.00
H -1.081 -2.150 3.730 -0.02 0.00 -0.01
C 4.972 -0.146 -1.467 -0.05 -0.03 0.02
H -4.348 -1.082 -1.714 0.01 0.00 0.00
C 2.082 0.243 -3.594 -0.05 -0.03 0.04
H 1.415 -1.031 -5.180 0.00 0.00 0.00
S 2.670 -1.931 1.419 0.16 -0.20 -0.02
H -4.178 1.525 1.102 -0.01 0.00 0.00
S -0.337 3.475 1.185 0.25 -0.15 0.27
H 1.404 -0.155 -2.849 0.01 -0.01 -0.02
H 5.980 -0.334 -1.084 0.01 0.01 -0.01
C 3.802 1.837 -4.182 0.03 0.06 -0.01
S 3.229 2.350 2.372 0.42 0.12 0.22
H 4.879 -2.304 0.749 0.00 0.00 0.02
H -3.601 2.070 3.742 0.03 0.01 0.00
H -6.695 3.659 3.820 0.00 0.00 0.00
C 2.950 1.263 -3.249 -0.04 0.01 0.11
H 1.970 -6.245 -0.760 0.00 0.00 0.01
C -4.108 2.969 3.394 0.08 0.02 0.03
O 3.767 3.462 3.075 -0.13 0.13 -0.04
O 4.137 1.218 2.193 -0.01 0.06 -0.02
H 5.310 1.994 -1.465 -0.02 0.03 0.02
C -3.690 -0.989 -0.858 -0.07 0.03 0.00
C 2.955 0.312 -5.834 -0.01 -0.02 0.00
H -6.148 0.946 -0.264 0.01 -0.02 -0.01
C 4.601 1.272 -1.053 -0.02 0.01 -0.02
C -0.361 -1.721 3.025 0.10 0.04 -0.14
C 0.641 -4.736 -1.515 0.00 0.02 0.01
H 3.074 -4.718 0.846 -0.01 -0.01 -0.01
C 4.019 -1.234 -0.961 0.05 0.03 0.00
C -7.538 1.975 1.008 -0.01 0.00 0.01
O 1.939 1.025 -0.883 -0.41 -0.05 0.19
S -2.858 3.934 2.494 -0.10 -0.03 -0.07
C 1.891 -3.027 0.241 0.00 0.11 0.05
C 4.184 -1.489 0.536 -0.10 -0.01 0.02
Zr 1.036 1.305 1.112 -0.28 0.54 -0.23
H -8.402 1.725 0.405 0.00 0.00 0.00
N -1.702 1.587 2.673 -0.30 0.10 -0.08
C 3.808 1.351 -5.479 -0.02 -0.01 0.01
S 2.979 1.897 -1.577 0.45 0.14 -0.26
H -3.402 -2.009 2.352 -0.01 0.02 0.01
C 2.090 -0.234 -4.898 0.03 0.03 -0.02
C -3.166 -1.511 1.419 0.05 -0.01 -0.01
C -6.577 3.059 2.925 0.03 0.00 -0.01
O 1.798 -0.698 1.382 -0.02 0.17 -0.15
C -4.011 -1.638 0.328 -0.01 -0.01 -0.02
H -0.118 -2.497 2.299 0.01 0.01 0.01
C -7.688 2.735 2.157 -0.01 0.00 -0.01
C 1.668 -5.208 -0.706 -0.03 0.00 -0.03
O -0.536 0.588 0.011 -0.08 -0.35 0.00
H 5.045 -0.207 -2.555 -0.04 -0.01 -0.01
C -2.021 -0.733 1.331 -0.07 0.11 0.00
C -1.683 -0.083 0.123 -0.05 -0.01 -0.05
C -1.023 -0.542 2.391 0.10 -0.12 0.38
H 4.451 2.660 -3.902 0.00 -0.01 -0.01
N -0.690 0.645 2.794 -0.03 0.17 -0.20
C 0.237 -3.410 -1.436 0.02 -0.06 -0.01
H 0.555 -1.506 -0.476 -0.01 0.00 -0.01
C 0.866 -2.542 -0.556 -0.03 0.05 0.01
O 1.909 1.842 2.953 0.22 -0.54 0.21
C 2.292 -4.353 0.190 0.08 0.00 0.05
H 2.959 -0.063 -6.849 0.00 0.01 0.00
C -5.166 1.861 1.400 -0.02 -0.01 -0.01
H -8.669 3.082 2.456 0.00 0.00 0.00
H 2.993 -0.946 -1.175 -0.01 0.01 -0.02
H 0.143 -5.411 -2.199 0.01 -0.01 0.00
H 4.513 -0.607 1.095 -0.03 0.01 0.00
C -1.569 2.757 2.177 -0.25 0.01 -0.03
H -4.394 3.557 4.266 -0.03 0.03 -0.02
H -0.579 -3.048 -2.049 0.00 0.01 0.01
C -6.273 1.539 0.633 0.03 -0.01 0.01
H -4.913 -2.230 0.401 0.00 0.00 0.01
C -5.309 2.626 2.556 0.01 -0.03 -0.01
H 4.469 1.788 -6.215 0.00 0.00 0.00
H 4.202 -2.158 -1.511 0.01 -0.02 0.02
H 4.577 1.416 0.031 0.01 -0.02 -0.01
O 2.684 2.715 0.972 0.08 -0.28 -0.18
H -2.287 0.287 -1.890 -0.01 0.00 0.00
H 0.515 -1.407 3.590 0.00 -0.02 0.01
```
Forces are in eV/Å.

| no. | highest occupied orbital energy (eV) | F_max (Eh/bohr) | gap between HOMO and LUMO (hartree) |
| --- | --- | --- | --- |
| 1 | 1.879 | 0.040 | 0.07493 |
| 2 | -12.013 | 0.048 | 0.24468 |
| 3 | -4.360 | 0.156 | 0.24430 |
| 4 | -8.990 | 0.127 | 0.35906 |
| 5 | -7.720 | 0.013 | 0.28099 |